Entry from the OMol25 dataset: a 7-piece molecular cluster, C16H31BBr14O2 overall in a non-equilibrium geometry (wB97M-V/def2-TZVPD).

```
64
Properties=species:S:1:pos:R:3:mulliken_charge:R:1
H 8.514 2.038 -2.436 0.331
Br 3.068 -3.102 1.924 -0.123
Br -4.298 -0.752 2.236 -0.299
Br 1.974 0.655 -1.278 -0.300
H 1.850 -6.305 6.576 0.333
H -7.461 -0.205 -1.260 0.368
H -6.217 -0.598 -2.480 0.264
H -9.660 5.599 0.311 0.356
C 5.052 -1.362 0.829 -0.336
C 2.449 -5.543 6.081 -0.568
C 2.226 2.958 -4.781 -0.377
C -3.213 -2.221 -1.305 0.173
H -0.155 -0.472 -1.966 0.364
C 0.342 -0.436 -0.999 -0.479
H 1.396 3.444 -5.290 0.335
H -6.718 -1.833 -1.293 0.295
C 3.885 -5.991 5.972 -0.580
Br 4.899 -4.852 4.770 -0.102
H -7.375 4.022 -0.991 0.303
Br 2.277 -3.944 7.170 -0.127
H 3.835 4.325 -5.270 0.367
C -5.150 -1.390 0.563 -0.659
H -5.171 -3.398 -0.673 -0.209
H 5.329 -0.365 0.490 0.058
C -9.283 4.872 -0.403 -0.594
H -1.556 -0.354 -0.049 -0.110
C 3.783 -1.320 1.632 -0.012
H 4.386 -5.970 6.935 0.350
C 8.483 1.803 -0.304 -0.600
O -2.498 -1.155 -1.096 -0.768
C -7.778 4.894 -0.480 -0.542
H 2.017 -5.308 5.113 0.360
O -3.022 -2.966 -2.304 -0.732
H 7.075 2.728 -1.656 0.221
C -6.522 -0.758 -1.433 -1.155
H 3.014 -0.775 1.085 -0.230
H 8.986 0.848 -0.180 0.377
C 3.280 3.970 -4.407 -0.551
C -5.402 -0.308 -0.461 0.463
Br -5.946 1.519 0.271 -0.272
H 9.198 2.615 -0.188 0.361
H -4.475 -0.062 -0.989 0.174
Br 6.805 0.292 -2.075 -0.094
H -9.711 5.067 -1.385 0.343
Br 6.577 -1.997 1.873 -0.191
H 4.969 -2.030 -0.023 0.422
H -6.122 -1.767 0.925 0.338
H -0.725 1.226 -0.126 0.367
H -3.763 -3.290 0.716 -0.238
Br 7.246 1.980 1.185 -0.138
H -7.449 5.803 -0.981 0.328
H 1.858 2.408 -3.918 0.125
Br -9.979 3.146 0.149 -0.122
Br 0.081 -0.069 1.842 -0.236
H 2.829 4.811 -3.885 0.330
B -4.330 -2.656 -0.166 0.321
H 3.940 -6.993 5.552 0.334
C -0.577 0.159 0.013 0.076
Br -6.949 4.908 1.269 -0.129
H 3.917 -0.869 2.611 0.388
H 0.691 -1.427 -0.724 0.381
Br 2.917 1.639 -6.030 -0.130
C 7.787 1.908 -1.636 -0.504
Br 4.568 3.205 -3.173 -0.098
```

HOMO level in eV: -0.7
F_max in eV/A: 1.0
Charge: -2
Molecular weight in g/mol: 1384.89
LUMO energy in eV: 2.956
ΔE to the lowest compared entry with this formula, charge and spin in kJ/mol: 0.00